Computed, not measured: a cluster of 2 separate species, C2H3O3 in total in a non-equilibrium geometry, with wB97M-V/def2-TZVPD.

Geometry (Å):
1 C 0.28932 0.29730 -0.15431
2 C -0.35560 -0.76360 -0.14113
3 O -4.71282 0.32995 -0.18052
4 O -2.57160 0.42524 -0.02857
5 O -3.64446 -0.22870 -0.03008
6 H 1.37876 0.41146 -0.17771
7 H -0.11985 1.31483 -0.12539
8 H -0.82268 -1.72056 -0.17255

ΔE to the lowest compared entry with this formula, charge and spin (kcal per mole): 232.9
Orbital gap (spin up / spin down) (Ha): 0.3304 / 0.3305
E_HOMO (spin up / spin down) (eV): -16.69 / -16.70
Charge: +1
E_tot (Eh): -303.04135


Computed, not measured: a cluster of 2 separate species, C2H3O3 in total in a non-equilibrium geometry, with wB97M-V/def2-TZVPD.

Geometry (Å):
1 C -1.81047 -0.40783 -0.01071
2 C -0.94077 0.42613 -0.09412
3 O 3.14938 -0.77216 0.00628
4 O 1.66305 0.82454 -0.07878
5 O 2.83855 0.39212 0.15941
6 H -2.83156 0.03469 0.11341
7 H -2.01229 -1.54027 -0.04196
8 H -0.05589 1.04279 -0.05353

⟨S²⟩: 2.009
2S+1: 3
Orbital gap (spin up / spin down) (Ha): 0.2707 / 0.2981
E_HOMO (spin up / spin down) (eV): -15.05 / -16.17
Charge: +1
E_tot (Eh): -302.97794


Computed, not measured: a structure of composition C2H3O3Rh in a non-equilibrium geometry, with wB97M-V/def2-TZVPD.

Geometry (Å):
1 H -0.29797 1.02740 -1.44071
2 O 0.25809 -1.32712 0.48204
3 O 1.15433 -1.33177 -0.65073
4 C -0.61779 -0.27731 0.43902
5 H -1.29253 -0.25630 1.30310
6 Rh 2.27064 -0.00843 0.21713
7 O 0.53712 1.14221 0.52311
8 C -0.42808 0.94404 -0.35509
9 H -1.58379 0.08727 -0.51789

⟨S²⟩: 8.764
ΔE to the lowest compared entry with this formula, charge and spin (kcal per mole): 148.3
2S+1: 6
Orbital gap (spin up / spin down) (Ha): 0.2754 / 0.3024
E_HOMO (spin up / spin down) (eV): -13.28 / -15.69
Charge: +1
E_tot (Eh): -413.52481


Computed, not measured: a cluster of 2 separate species, C2H3O3S in total in a non-equilibrium geometry, with wB97M-V/def2-TZVPD.

Geometry (Å):
1 C -0.18521 0.20674 -1.15075
2 C 0.41220 0.36530 0.16725
3 O -1.76703 -0.39206 1.19625
4 O 0.20261 -1.63665 2.01545
5 O -0.11222 1.47098 -0.44535
6 S -0.40811 -0.30902 1.79989
7 H 0.61715 0.04100 -1.85180
8 H -1.17301 -0.16079 -1.27440
9 H 2.41361 0.41451 -0.45654

ΔE to the lowest compared entry with this formula, charge and spin (kcal per mole): 139.7
Orbital gap (spin up / spin down) (Ha): 0.2763 / 0.2772
E_HOMO (spin up / spin down) (eV): -3.74 / -3.76
Charge: -1
E_tot (Eh): -701.77217


Computed, not measured: a structure of composition C2H3O3S in a non-equilibrium geometry, with wB97M-V/def2-TZVPD.

Geometry (Å):
1 C -1.51966 1.59772 0.53008
2 C 0.85675 -1.08287 0.61562
3 O -2.05045 2.66272 0.76357
4 O -1.16047 1.10270 -0.57880
5 O 1.64616 1.26600 -0.13834
6 S 0.82034 0.15556 -0.55845
7 H -1.24989 1.01198 1.45029
8 H 0.27446 -2.01409 0.43397
9 H 1.14807 -0.99868 1.62103

ΔE to the lowest compared entry with this formula, charge and spin (kcal per mole): 51.0
Orbital gap (Ha): 0.2956
E_HOMO (eV): -4.27
Charge: -1
E_tot (Eh): -701.91355


Computed, not measured: the ion C2H3O3S with charge -1 in a non-equilibrium geometry, with wB97M-V/def2-TZVPD.

Geometry (Å):
1 C 0.34329 -1.50444 -0.90513
2 C 0.70428 0.57605 0.15130
3 O -2.14433 0.65652 -0.00631
4 O -1.21276 0.38320 2.32001
5 O 0.65017 -0.22089 -1.00838
6 S -1.13200 -0.01726 0.88178
7 H 0.32313 -1.73691 -2.01284
8 H 1.53697 0.33219 0.83411
9 H 0.93123 1.53155 -0.25454

⟨S²⟩: 2.012
ΔE to the lowest compared entry with this formula, charge and spin (kcal per mole): 35.9
2S+1: 3
Orbital gap (spin up / spin down) (Ha): 0.2305 / 0.2500
E_HOMO (spin up / spin down) (eV): -2.09 / -3.58
Charge: -1
E_tot (Eh): -701.75535


Computed, not measured: a structure of composition C2H3O3Y in a non-equilibrium geometry, with wB97M-V/def2-TZVPD.

Geometry (Å):
1 O 1.33721 1.77342 0.31155
2 Y 2.64424 0.23768 -0.31686
3 O 0.36589 -0.14271 0.12052
4 C 0.18553 1.25738 0.13077
5 O -0.81329 1.73347 -0.35126
6 C -0.73630 -1.05014 0.05122
7 H -1.64661 -0.48701 0.27922
8 H -0.82759 -1.45177 -0.96394
9 H -0.50907 -1.87032 0.73878

ΔE to the lowest compared entry with this formula, charge and spin (kcal per mole): 16.9
Orbital gap (Ha): 0.2743
E_HOMO (eV): -19.55
Charge: +2
E_tot (Eh): -341.33825


Computed, not measured: a cluster of 2 separate species, C2H3O4 in total, with wB97M-V/def2-TZVPD.

Geometry (Å):
1 O 0.59363 0.62016 -1.41538
2 C 1.57007 0.70203 -0.61388
3 O 1.62936 0.33741 0.56397
4 H 2.49596 1.15033 -1.05081
5 O -2.15682 -1.33353 1.56190
6 C -1.44267 -0.64388 0.86940
7 O -1.30718 -0.79788 -0.42657
8 H -0.85003 0.18169 1.28548
9 H -0.53231 -0.21631 -0.77411

ΔE to the lowest compared entry with this formula, charge and spin (kcal per mole): 0.0
Orbital gap (Ha): 0.3477
E_HOMO (eV): -5.15
Charge: -1
E_tot (Eh): -379.07415


Computed, not measured: a cluster of 2 separate species, C2H3O4S in total in a non-equilibrium geometry, with wB97M-V/def2-TZVPD.

Geometry (Å):
1 C 0.86711 -0.77667 0.59910
2 C 1.49285 -0.26279 -0.67468
3 O -1.70199 2.05713 0.77960
4 O 1.22221 -1.70645 1.22845
5 O -2.59876 -0.01658 1.47190
6 O -2.09752 0.27272 -0.90684
7 S -1.84337 0.67880 0.46763
8 H 0.65866 -0.29587 -1.31649
9 H 1.57625 0.81295 -0.44722
10 H 2.42457 -0.76323 -1.20145

ΔE to the lowest compared entry with this formula, charge and spin (kcal per mole): 63.7
Orbital gap (spin up / spin down) (Ha): 0.2367 / 0.2947
E_HOMO (spin up / spin down) (eV): -3.00 / -4.10
Charge: -1
E_tot (Eh): -777.12902


Computed, not measured: the molecule C2H3OPS in a non-equilibrium geometry, with wB97M-V/def2-TZVPD.

Geometry (Å):
1 C -0.13715 -0.58440 1.05034
2 C -0.53015 -1.38881 0.27709
3 O -0.88366 1.81883 -0.11058
4 P 0.17612 0.90291 -0.61752
5 S 2.10543 1.09645 -0.33012
6 H 0.12456 -0.02956 1.85465
7 H -0.84332 -2.03609 -0.38139
8 H -0.01182 0.22066 -1.74247

ΔE to the lowest compared entry with this formula, charge and spin (kcal per mole): 47.1
Orbital gap (Ha): 0.3319
E_HOMO (eV): -9.36
E_tot (Eh): -892.68855


Computed, not measured: the molecule C2H3OPS in a non-equilibrium geometry, with wB97M-V/def2-TZVPD.

Geometry (Å):
1 O -0.46414 -1.81830 -0.12166
2 S -0.33247 -0.41017 0.00995
3 P -2.18349 0.71966 -0.10268
4 C 1.10316 0.32869 -0.66889
5 C 1.27280 0.31183 0.63878
6 H -2.88521 -0.32596 0.47886
7 H 1.61195 0.55956 -1.57653
8 H 1.87740 0.63470 1.34216

SMILES: O=S1(=P)C=C1
ΔE to the lowest compared entry with this formula, charge and spin (kcal per mole): 111.2
Orbital gap (Ha): 0.2828
E_HOMO (eV): -7.72
E_tot (Eh): -892.58642


Computed, not measured: a structure of composition C2H3OPS in a non-equilibrium geometry, with wB97M-V/def2-TZVPD.

Geometry (Å):
1 C 0.07109 -0.37202 0.16870
2 C -0.16815 1.08838 0.46593
3 O -0.21682 -2.03160 -1.98078
4 P -0.59445 -1.89320 -0.56194
5 S 1.60332 -1.05077 0.76405
6 H 0.60787 1.56601 1.18454
7 H -0.08761 1.43210 -0.55671
8 H -1.21525 1.26111 0.51622

⟨S²⟩: 2.015
ΔE to the lowest compared entry with this formula, charge and spin (kcal per mole): 13.4
2S+1: 3
Orbital gap (spin up / spin down) (Ha): 0.2626 / 0.2313
E_HOMO (spin up / spin down) (eV): -7.71 / -9.51
E_tot (Eh): -892.65610


Computed, not measured: a structure of composition C2H3OPt in a non-equilibrium geometry, with wB97M-V/def2-TZVPD.

Geometry (Å):
1 C 0.30338 -0.44910 0.30491
2 C -0.77353 0.30222 -0.24177
3 O -0.71919 1.51252 -0.53571
4 Pt 1.91185 0.81603 0.01381
5 H 0.30010 -0.55530 1.39908
6 H 0.59585 -1.32571 -0.28801
7 H -1.61845 -0.30067 -0.65231

⟨S²⟩: 3.757
ΔE to the lowest compared entry with this formula, charge and spin (kcal per mole): 0.0
2S+1: 4
Orbital gap (spin up / spin down) (Ha): 0.2467 / 0.2848
E_HOMO (spin up / spin down) (eV): -6.39 / -10.38
E_tot (Eh): -272.33419


Computed, not measured: a structure of composition C2H3ORh in a non-equilibrium geometry, with wB97M-V/def2-TZVPD.

Geometry (Å):
1 O -0.07731 -0.31582 -1.41418
2 C 0.88782 -0.00042 -0.82890
3 C 1.28698 0.15708 0.42204
4 H 1.11648 1.13982 0.86931
5 H -3.04463 0.54118 -0.23581
6 H 1.70509 -0.72384 0.91629
7 Rh -1.87444 -0.79800 0.27125

⟨S²⟩: 6.019
2S+1: 5
Orbital gap (spin up / spin down) (Ha): 0.3042 / 0.2733
E_HOMO (spin up / spin down) (eV): -20.33 / -21.78
Charge: +2
E_tot (Eh): -262.74648


Computed, not measured: the ion C2H3OS with charge -1 in a non-equilibrium geometry, with wB97M-V/def2-TZVPD.

Geometry (Å):
1 C 0.21010 -0.78675 -0.21533
2 C -0.09601 0.89688 0.26714
3 O 0.84671 1.69373 0.28578
4 S -1.72851 1.18110 0.56018
5 H 0.88070 -0.64286 -1.00648
6 H -0.69368 -1.13636 -0.57354
7 H 0.58069 -1.20574 0.68225

SMILES: CC([O-])=S
ΔE to the lowest compared entry with this formula, charge and spin (kcal per mole): 5.4
Orbital gap (Ha): 0.2610
E_HOMO (eV): -3.00
Charge: -1
E_tot (Eh): -551.46705


Computed, not measured: a cluster of 19 separate species, C2H40O20 in total in a non-equilibrium geometry, with wB97M-V/def2-TZVPD.

Geometry (Å):
1 O -1.72094 -0.57046 -0.15685
2 C -0.39870 -0.06625 -0.07122
3 C -0.24558 0.99572 0.88601
4 O 1.05688 1.58361 0.91053
5 H -0.14610 0.28989 -1.06216
6 H 0.34367 -0.83133 0.03099
7 H -0.47495 0.65195 1.86353
8 H -0.98365 1.69521 0.62072
9 O 1.12908 1.80204 -3.39182
10 H 0.41290 1.58428 -2.80890
11 H 1.25629 2.76231 -3.40795
12 O 1.97769 -2.76124 1.29042
13 H 1.77209 -3.17601 0.49936
14 H 2.32686 -1.90876 1.17576
15 O -4.40661 -1.16404 -1.25285
16 H -4.33248 -0.88615 -2.14957
17 H -3.56758 -1.05636 -0.83263
18 O 0.80443 3.80796 2.26024
19 H 0.68691 3.02714 1.62992
20 H 1.25773 3.47570 3.05804
21 O 3.05124 2.90369 -0.18758
22 H 2.39118 2.45201 0.43764
23 H 2.47890 2.96233 -0.95389
24 O -0.10953 2.99124 -1.15237
25 H 0.07617 2.29136 -0.50628
26 H -0.85550 3.33429 -0.72659
27 O -1.12696 -3.09267 -0.90405
28 H -1.46752 -3.14528 -1.81669
29 H -1.30182 -2.18032 -0.62468
30 O 0.38537 1.36282 3.89232
31 H 1.26331 1.27226 4.29806
32 H 0.33213 1.10470 2.95718
33 O -2.94107 1.48023 -1.21027
34 H -2.51424 0.75323 -0.69776
35 H -3.43842 1.97897 -0.55731
36 O -1.39254 -0.72347 -2.97271
37 H -1.54341 -0.46861 -2.05001
38 H -2.09948 -1.30005 -3.21144
39 O 1.54008 -3.85393 -1.06223
40 H 0.65395 -3.48677 -1.04172
41 H 1.45223 -4.73257 -1.45083
42 O 2.65835 -0.09784 1.96322
43 H 2.18870 0.63993 1.55510
44 H 2.32891 -0.02305 2.88741
45 O 0.97043 -1.63602 -3.54923
46 H 1.44454 -1.54803 -2.72475
47 H 0.05800 -1.35684 -3.36144
48 O -0.53034 -2.04105 2.12685
49 H -0.72858 -1.38734 1.43604
50 H 0.30165 -2.41094 1.83860
51 O 2.24688 0.07699 -1.51958
52 H 1.63906 0.27735 -0.80737
53 H 1.85026 0.43991 -2.28453
54 O -2.46374 1.12209 3.82580
55 H -1.52811 1.16077 3.74959
56 H -2.63776 0.53162 3.12853
57 O -3.38213 -0.16307 1.77059
58 H -2.76506 -0.33182 1.08847
59 H -4.31249 -0.08061 1.55860
60 O 3.93424 -1.35898 -0.42041
61 H 4.03602 -2.01736 -1.10559
62 H 3.10916 -0.95439 -0.70622

ΔE to the lowest compared entry with this formula, charge and spin (kcal per mole): 34.1
Orbital gap (Ha): 0.3047
E_HOMO (eV): -3.77
Charge: -2
E_tot (Eh): -1605.01260


Computed, not measured: a cluster of 19 separate species, C2H40O20 in total in a non-equilibrium geometry, with wB97M-V/def2-TZVPD.

Geometry (Å):
1 O -2.12376 -0.41129 0.35244
2 C -1.12376 0.38571 0.86944
3 C 0.16324 0.32771 0.01944
4 O 1.05624 1.29271 0.52044
5 H -0.94476 -0.08329 1.84344
6 H -1.57776 1.37171 0.87644
7 H -0.04476 0.57071 -1.04456
8 H 0.72924 -0.54829 0.09744
9 O 4.16424 2.54671 -0.19956
10 H 3.92524 1.68071 0.12744
11 H 3.96024 2.58571 -1.13256
12 O 0.10524 -2.64529 1.38544
13 H 0.35924 -1.74029 1.42244
14 H -0.77476 -2.64529 0.98644
15 O 2.22924 -1.33229 -2.36156
16 H 1.31024 -1.33829 -2.50556
17 H 2.53224 -2.13729 -2.74556
18 O -1.93476 -2.94629 -0.49856
19 H -2.24876 -2.22029 0.01444
20 H -2.31076 -3.71929 -0.09556
21 O -0.42576 -1.26129 -2.62956
22 H -0.58976 -0.48629 -3.17456
23 H -0.32076 -0.88429 -1.72056
24 O 3.19124 0.08071 0.53044
25 H 2.37924 0.52771 0.43344
26 H 3.39624 0.21671 1.45844
27 O -1.28976 0.92171 -4.04856
28 H -0.81676 1.72571 -4.18656
29 H -1.85976 1.09971 -3.34656
30 O 3.72424 -2.65529 -0.22456
31 H 4.30724 -2.83329 -0.97956
32 H 3.42324 -1.70129 -0.24156
33 O -0.19376 3.50971 0.09344
34 H -1.04376 3.57171 0.52544
35 H 0.17324 2.65171 0.29344
36 O 1.37524 -0.37029 2.74344
37 H 0.99424 0.00571 1.90844
38 H 0.82324 -0.04229 3.43944
39 O -2.89576 -1.95429 2.26944
40 H -2.57976 -1.31529 1.62344
41 H -2.20176 -1.96029 2.92944
42 O -4.09376 1.21271 1.29444
43 H -4.13176 0.84671 2.19444
44 H -3.24176 0.85971 0.99144
45 O 1.11224 -3.66729 -1.02756
46 H 1.99224 -3.28229 -1.17056
47 H 0.97424 -3.35729 -0.15056
48 O -0.22776 2.17271 2.99244
49 H -0.75076 1.42571 3.34644
50 H -0.12476 1.79271 2.13844
51 O -2.80876 1.03571 -1.73056
52 H -2.49976 0.49571 -0.95656
53 H -2.26476 1.83971 -1.59656
54 O 1.88224 2.51571 -1.88556
55 H 1.47224 2.18471 -1.07356
56 H 1.90424 1.80371 -2.44256
57 O 2.43424 3.07571 1.95844
58 H 2.12224 2.76471 2.81244
59 H 2.08824 2.39271 1.37844
60 O -4.69476 -1.32729 -0.74656
61 H -3.88176 -1.08129 -0.32656
62 H -4.28276 -1.54429 -1.62756

ΔE to the lowest compared entry with this formula, charge and spin (kcal per mole): 36.1
Orbital gap (Ha): 0.3059
E_HOMO (eV): -3.57
Charge: -2
E_tot (Eh): -1605.00936


Computed, not measured: a structure of composition C2H40O20V in a non-equilibrium geometry, with wB97M-V/def2-TZVPD.

Geometry (Å):
1 V 0.95276 1.85606 -1.81387
2 O 0.07176 -0.04694 -1.82487
3 C 0.39176 -0.29394 -0.46187
4 C -0.08324 0.97806 0.22713
5 O 1.03676 1.90006 0.25213
6 H 1.38076 -0.55794 -0.34487
7 H -0.19824 -1.11194 -0.05887
8 H -0.49224 0.66806 1.16113
9 H -0.93324 1.31906 -0.28687
10 O -1.49824 -3.46994 1.04113
11 H -1.44824 -4.33694 1.50813
12 H -0.67124 -3.25894 0.62713
13 O -2.58524 -0.49594 -1.56487
14 H -1.65824 -0.46194 -1.73687
15 H -2.97324 -1.03094 -2.26787
16 O 3.28076 0.33206 1.77013
17 H 2.45376 0.67206 1.49713
18 H 3.86776 1.08806 1.79313
19 O -2.90424 2.24306 0.96813
20 H -2.32224 1.53006 1.05213
21 H -3.77724 1.98306 1.35113
22 O -2.51724 -0.95594 2.65813
23 H -2.61224 -1.60494 1.99913
24 H -3.26724 -1.02094 3.22213
25 O 1.07176 -3.35794 0.35513
26 H 1.93076 -3.14294 0.70713
27 H 1.15576 -3.15494 -0.57787
28 O 3.94876 -1.15594 -1.76687
29 H 3.99176 -1.78994 -2.42987
30 H 3.57176 -1.51494 -0.94487
31 O 2.40576 3.58206 2.10713
32 H 1.66576 3.68506 2.65813
33 H 2.00776 2.87306 1.60213
34 O 0.88976 -2.66194 -2.20287
35 H 0.85376 -1.73094 -1.93387
36 H 0.00076 -2.97494 -2.19087
37 O 3.11576 1.47006 -1.87587
38 H 3.64476 1.38206 -1.07887
39 H 3.17776 0.70406 -2.39887
40 O -3.61724 3.19906 -1.69987
41 H -3.07024 3.25606 -0.89387
42 H -4.34024 2.56606 -1.53687
43 O 3.24376 -2.27494 1.42213
44 H 3.97176 -2.68794 0.86313
45 H 3.37676 -1.30794 1.51613
46 O -3.59524 -2.12694 0.19913
47 H -3.15024 -1.42794 -0.26087
48 H -2.90424 -2.65194 0.54013
49 O -0.95524 -1.05494 -4.22087
50 H -1.64524 -1.68694 -4.04187
51 H -0.46624 -0.98194 -3.35887
52 O 0.37276 1.32106 3.60413
53 H 0.01876 0.92306 2.81113
54 H -0.34124 2.00206 3.79313
55 O -1.07124 2.41006 -2.62187
56 H -1.91224 2.82806 -2.43787
57 H -1.18024 1.97306 -3.44987
58 O -0.32024 4.04006 0.76613
59 H 0.33176 4.69006 0.96213
60 H 0.13976 3.16106 0.70913
61 O 0.29676 -1.37894 2.45213
62 H 0.54176 -1.61494 1.54813
63 H -0.65124 -1.30894 2.54013

⟨S²⟩: 3.756
ΔE to the lowest compared entry with this formula, charge and spin (kcal per mole): 45.7
2S+1: 4
Orbital gap (spin up / spin down) (Ha): 0.3074 / 0.3304
E_HOMO (spin up / spin down) (eV): -9.03 / -9.82
E_tot (Eh): -2548.97026